Entry 1:
Entry from the OMol25 dataset: 2 unconnected molecules or ions with the total composition C20H27F4N3O3P (wB97M-V/def2-TZVPD).

The calculation puts the electronic energy at -51940.179 eV. The gap between HOMO and LUMO is 6.3 eV. As for the max |F|: 3.66 eV/A.

Structure (ORCA input):
```
! RIJCOSX wB97M-V def2-TZVPD def2/J DEFGRID3
* xyz 1 1
C -3.89 0.96 -2.02
C -2.93 2.03 -1.37
P -1.13 1.55 -1.32
C -0.09 2.64 -0.21
C 1.08 1.74 0.41
C -0.88 -0.27 -0.96
C -1.68 -0.81 0.17
N -2.56 0.04 0.95
C -1.58 -2.24 0.50
C -2.44 -2.73 1.69
O -3.50 -3.27 1.47
O -2.08 -2.54 2.99
C -0.71 -3.10 -0.29
C -0.57 -4.62 -0.07
F -1.45 -5.19 0.81
F -0.75 -5.30 -1.27
C 0.90 -4.90 0.54
F 1.49 -6.01 0.00
F 0.74 -5.15 1.90
C 0.08 -2.48 -1.37
C 1.09 -3.30 -2.24
N -0.02 -1.11 -1.67
C 0.79 -0.56 -2.80
C 0.16 -0.96 -4.23
O -0.80 0.08 -4.53
H -4.27 1.36 -3.00
H -4.82 0.82 -1.39
H -3.45 -0.06 -2.15
H -3.11 3.01 -1.87
H -3.26 2.17 -0.30
H 0.44 3.38 -0.88
H -0.66 3.21 0.56
H 1.50 1.07 -0.39
H 1.94 2.40 0.71
H 0.71 1.13 1.27
H -3.50 -0.34 0.79
H -2.36 -0.15 1.94
H -2.87 -2.70 3.55
H 1.55 -3.98 0.48
H 0.80 -3.34 -3.32
H 1.23 -4.35 -1.90
H 2.11 -2.82 -2.21
H 0.81 0.56 -2.81
H 1.87 -0.86 -2.72
H 0.96 -0.90 -5.00
H -0.40 -1.93 -4.20
H -1.61 -0.07 -4.03
N 2.41 3.08 3.48
C 3.62 2.99 4.05
C 4.48 4.06 4.21
C 4.08 5.30 3.73
C 2.84 5.41 3.12
C 2.05 4.28 3.02
H 3.89 2.00 4.41
H 5.44 3.93 4.69
H 4.73 6.16 3.82
H 2.50 6.36 2.73
H 1.07 4.33 2.56
*
```

Entry 2:
Entry from the OMol25 dataset: a molecular structure, C20H27F5N2O3Sr (wB97M-V/def2-TZVPD).

As for the relative energy (zero: lowest compared OMol25 entry of this formula, charge and spin): 65.6 kJ/mol. The calculation puts the electronic energy at -44723.206 eV. The gap between HOMO and LUMO is 6.6 eV. As for the max |F|: 1.10 eV/A.

Structure (ORCA input):
```
! RIJCOSX wB97M-V def2-TZVPD def2/J DEFGRID3
* xyz 0 1
Sr -2.13 -0.51 -1.03
C 6.91 0.21 -2.11
C 5.43 0.10 -1.98
C 4.58 0.84 -2.80
C 3.20 0.75 -2.70
C 2.37 1.59 -3.62
C 2.63 -0.13 -1.75
C 1.18 -0.21 -1.70
O 0.48 -0.99 -1.07
C 3.48 -0.88 -0.91
C 2.98 -1.81 0.15
C 4.86 -0.74 -1.04
H 7.18 0.91 -2.90
H 7.34 -0.76 -2.35
H 7.35 0.55 -1.17
H 5.02 1.51 -3.53
H 3.02 2.20 -4.24
H 1.72 2.26 -3.06
H 1.76 0.97 -4.27
H 0.68 0.55 -2.32
H 1.90 -1.84 0.18
H 3.35 -1.49 1.12
H 3.35 -2.82 -0.04
H 5.50 -1.32 -0.38
C -2.17 -2.21 2.31
C -2.17 -2.22 3.86
N -2.00 -0.86 4.36
C -3.09 -0.02 3.88
C -3.13 -0.03 2.34
N -2.01 -0.84 1.82
C -0.74 -0.30 2.32
C -0.74 -0.32 3.87
H -3.11 -2.61 1.91
H -1.35 -2.82 1.92
H -1.36 -2.83 4.26
H -3.11 -2.61 4.25
H -2.94 0.98 4.28
H -4.02 -0.41 4.30
H -3.05 0.98 1.92
H -4.06 -0.47 1.98
H -0.63 0.72 1.94
H 0.07 -0.90 1.92
H -0.62 0.68 4.28
H 0.07 -0.94 4.26
F -5.14 -2.19 -0.46
C -4.64 -0.95 -0.89
F -5.35 -0.04 -0.11
C -5.15 -0.77 -2.31
F -6.47 -0.79 -2.52
F -4.71 0.40 -2.83
F -4.62 -1.73 -3.12
C -0.63 3.97 -0.91
O -0.67 2.55 -1.07
C -1.91 1.97 -0.93
O -2.86 2.69 -0.69
H 0.42 4.26 -0.86
H -1.15 4.25 0.01
H -1.12 4.46 -1.76
*
```

Entry 3:
Entry from the OMol25 dataset: a molecular structure, C20H27FN10O11P2Ti (wB97M-V/def2-TZVPD).

As for the expectation value of S²: 2.014. As for the relative energy (zero: lowest compared OMol25 entry of this formula, charge and spin): 300.3 kJ/mol. The calculation puts the electronic energy at -103017.973 eV. The gap between HOMO and LUMO (spin up / spin down) is 5.8 / 8.6 eV. As for the max |F|: 5.60 eV/A.

Structure (ORCA input):
```
! RIJCOSX wB97M-V def2-TZVPD def2/J DEFGRID3
* xyz 0 3
Ti 0.46 -1.28 0.74
N 0.29 0.65 4.53
C 0.97 1.33 3.40
C 1.60 2.65 3.78
P -0.32 1.39 2.05
O -1.52 2.00 3.00
O -0.68 -0.07 1.87
O -0.04 2.30 0.93
P 2.04 0.01 2.65
O 3.56 0.33 3.08
O 1.53 -1.21 3.35
O 1.90 0.15 1.17
H -0.73 0.75 4.42
H 0.60 0.98 5.45
H 0.60 -0.37 4.35
H 0.86 3.32 4.23
H 1.97 3.12 2.88
H 2.44 2.50 4.47
H -2.02 2.63 2.48
H 4.10 0.54 2.31
F -5.66 -2.98 -0.30
C -4.38 -2.94 -0.74
C -3.51 -3.87 -0.28
N -2.19 -3.86 -0.66
C -1.22 -4.64 0.07
C -0.60 -3.79 1.23
O -0.01 -4.33 2.13
O -0.82 -2.53 1.11
C -1.69 -2.84 -1.44
O -0.50 -2.70 -1.65
N -2.64 -2.04 -2.02
C -3.99 -1.91 -1.66
O -4.66 -1.00 -2.12
H -3.82 -4.63 0.42
H -0.39 -4.90 -0.60
H -1.67 -5.55 0.46
H -2.27 -1.30 -2.61
C -1.33 3.77 -2.42
N -1.51 2.34 -2.32
N -0.38 1.60 -1.97
C -0.72 0.60 -1.08
O 0.12 -0.27 -0.70
C -2.10 0.76 -0.82
C -2.55 1.82 -1.55
C -3.93 2.37 -1.66
C 0.87 1.76 -2.56
C 1.00 2.13 -3.90
C 2.26 2.25 -4.46
C 3.40 1.99 -3.71
C 3.26 1.61 -2.38
C 2.02 1.51 -1.80
H -0.45 3.99 -3.01
H -1.22 4.24 -1.44
H -2.20 4.20 -2.92
H -2.68 0.13 -0.17
H -4.64 1.56 -1.53
H -4.09 2.83 -2.63
H -4.12 3.13 -0.89
H 0.12 2.29 -4.51
H 2.36 2.55 -5.49
H 4.38 2.07 -4.15
H 4.14 1.40 -1.78
H 1.91 1.26 -0.75
N 3.94 -2.62 2.39
N 3.24 -2.08 1.34
N 3.88 -1.59 0.27
C 3.00 -1.69 -0.69
N 1.85 -2.29 -0.31
N 1.99 -2.55 1.01
H 3.78 -2.08 3.24
H 3.61 -3.57 2.56
H 3.17 -1.36 -1.69
*
```

Entry 4:
Entry from the OMol25 dataset: C20H27FN4O4 in the gas phase (wB97M-V/def2-TZVPD).

As for the relative energy (zero: lowest compared OMol25 entry of this formula, charge and spin): 60.7 kJ/mol. The calculation puts the electronic energy at -38046.226 eV. The gap between HOMO and LUMO is 9.4 eV. As for the max |F|: 0.13 eV/A. As for the SMILES: CCN(C[C@@H](C)NC(=O)c1cc(O)nn1C)C(=O)[C@@H](Cc1ccc(F)cc1)OC.

Structure (ORCA input):
```
! RIJCOSX wB97M-V def2-TZVPD def2/J DEFGRID3
* xyz 0 1
C -2.73 2.53 1.58
C -2.08 1.79 0.41
N -1.51 0.50 0.79
C -0.07 0.23 0.80
C 0.88 1.41 0.62
C 0.89 2.40 1.79
N 2.20 0.83 0.44
C 3.17 1.50 -0.22
O 2.99 2.59 -0.74
C 4.48 0.80 -0.28
C 4.97 -0.25 0.47
C 6.27 -0.43 -0.03
O 7.16 -1.36 0.40
N 6.56 0.42 -0.99
N 5.45 1.17 -1.14
C 5.46 2.23 -2.13
C -2.26 -0.62 1.00
O -1.77 -1.65 1.40
C -3.75 -0.59 0.58
C -3.86 -0.80 -0.94
C -2.86 -1.78 -1.50
C -1.75 -1.33 -2.20
C -0.78 -2.21 -2.67
C -0.95 -3.55 -2.41
F -0.02 -4.42 -2.85
C -2.04 -4.04 -1.72
C -2.99 -3.15 -1.27
O -4.45 -1.64 1.19
C -4.57 -1.50 2.59
H -3.09 3.51 1.26
H -3.58 1.98 1.99
H -2.02 2.68 2.39
H -2.81 1.66 -0.39
H -1.29 2.40 -0.01
H 0.18 -0.27 1.75
H 0.14 -0.51 0.01
H 0.66 1.95 -0.30
H -0.04 2.96 1.85
H 1.04 1.87 2.73
H 1.70 3.11 1.65
H 2.39 -0.09 0.79
H 4.50 -0.79 1.27
H 7.96 -1.25 -0.12
H 4.57 2.18 -2.74
H 5.49 3.21 -1.65
H 6.35 2.08 -2.73
H -4.22 0.36 0.84
H -4.88 -1.13 -1.13
H -3.73 0.16 -1.45
H -1.63 -0.27 -2.40
H 0.09 -1.87 -3.22
H -2.13 -5.11 -1.54
H -3.84 -3.50 -0.70
H -5.20 -2.31 2.94
H -3.60 -1.56 3.08
H -5.05 -0.54 2.84
*
```